This record from OMol25 describes C17H23NO3 in the gas phase. The level of theory is the ωB97M-V functional and the def2-TZVPD basis.

XYZ file:
```
44
Properties=species:S:1:pos:R:3:forces:R:3:mulliken_charge:R:1
C -5.41142 -1.64863 -0.06039 0.0 -0.1 0.0 -1.498
C -4.24083 -0.71669 -0.12948 0.0 0.0 0.0 0.673
C -3.58511 -0.47703 -1.32909 0.0 0.0 0.1 -0.994
C -2.49282 0.36851 -1.37814 0.0 0.1 0.1 -0.245
C -2.02000 0.97643 -0.22074 -0.4 -0.4 -0.1 0.469
C -2.68042 0.76449 0.99494 0.1 0.0 -0.1 0.880
C -3.77917 -0.07942 1.01545 0.0 0.0 -0.2 -0.833
H -4.28842 -0.25065 1.95347 -0.1 0.0 0.1 0.352
C -2.20206 1.44040 2.24402 0.0 0.0 -0.1 -1.696
H -2.38564 2.51454 2.19233 0.0 0.1 0.1 0.387
H -1.13210 1.28916 2.37957 0.1 0.0 0.0 0.240
H -2.72194 1.04883 3.11409 0.0 0.0 0.1 0.413
N -0.90740 1.83743 -0.26017 -0.4 0.5 0.4 -0.049
C 0.33505 1.64884 -0.78250 0.0 -0.2 -0.2 0.353
O 1.12754 2.57099 -0.78092 0.2 0.1 -0.1 -0.723
C 0.67127 0.26171 -1.28564 0.2 0.0 0.1 -0.999
H -0.20747 -0.37583 -1.25239 0.0 -0.1 -0.1 0.498
H 1.00864 0.34967 -2.32043 -0.1 0.0 0.0 0.427
C 1.79194 -0.40406 -0.45662 0.3 0.1 0.0 1.415
C 1.83600 -1.90302 -0.78642 0.0 0.0 0.0 -1.397
H 2.81019 -2.29784 -0.50070 0.0 0.0 -0.1 0.392
H 1.69531 -2.08947 -1.85055 0.1 0.0 -0.1 0.364
C 0.73105 -2.54711 0.06496 -0.1 -0.1 -0.1 -0.827
H -0.15150 -2.76448 -0.53780 0.0 -0.1 0.0 0.343
H 1.07481 -3.48936 0.48897 0.0 -0.1 0.0 0.413
C 0.38953 -1.52983 1.17025 0.0 0.0 0.1 -0.060
H -0.61468 -1.13066 1.02346 0.0 0.0 0.0 -0.409
H 0.41987 -1.98293 2.16030 -0.1 0.0 0.0 0.580
C 1.43351 -0.41998 1.03517 -0.1 0.0 -0.1 -1.381
H 2.32178 -0.68378 1.61102 0.0 0.0 0.1 0.633
H 1.07810 0.54612 1.39082 0.1 0.1 0.1 0.418
C 3.12231 0.31304 -0.74559 -0.1 0.1 0.1 -0.889
C 4.24687 -0.15026 0.13989 0.1 -0.3 -0.2 0.349
O 4.76329 -1.23792 0.12284 0.1 -0.2 0.0 -0.603
O 4.64715 0.80832 0.98395 0.1 0.7 0.4 -0.437
H 5.38077 0.49500 1.53694 -0.1 -0.2 -0.2 0.360
H 3.40778 0.11175 -1.78042 0.1 0.0 0.0 0.504
H 2.98802 1.38639 -0.60784 0.0 -0.1 -0.1 0.391
H -1.02665 2.73690 0.19121 0.2 -0.1 -0.1 0.271
H -2.00891 0.57489 -2.32107 0.1 0.0 -0.1 0.504
H -3.93632 -0.94579 -2.23649 -0.1 0.0 -0.1 0.368
H -6.15719 -1.28193 0.64141 -0.1 0.0 0.0 0.382
H -5.08507 -2.63151 0.28115 -0.1 -0.1 0.0 0.282
H -5.87299 -1.76584 -1.03762 -0.1 0.0 0.0 0.379
```
Positions in Å, forces in eV/Å.

Properties
SMILES	Cc1ccc(NC(=O)CC2(CC(=O)O)CCCC2)c(C)c1
lowest unoccupied orbital energy	0.697	eV
energy relative to the best compared isomer or geometry (same formula, charge and spin)	0.145	eV
HOMO level	-8.73	eV